# 1
This record from OMol25 describes C8H20As2F12NORb as an isolated structure. The level of theory is ωB97M-V/def2-TZVPD.

Kohn-Sham gap in hartree: 0.3420
Highest occupied orbital energy in eV: -10.813

Positions of all 45 atoms, in Å:
Rb -4.198 -3.338 -36.629
C -8.447 -3.942 -31.832
C -8.048 -4.539 -33.242
N -9.129 -4.606 -34.314
C -9.584 -3.184 -34.604
C -8.627 -5.257 -35.668
C -7.611 -4.378 -36.480
C -10.434 -5.364 -33.850
C -10.440 -6.870 -34.039
O -9.358 -7.498 -33.401
C -9.220 -8.846 -33.638
H -9.120 -4.546 -31.224
H -8.917 -2.959 -31.861
H -7.621 -3.914 -31.121
H -7.744 -5.581 -33.146
H -7.241 -3.931 -33.652
H -8.718 -2.524 -34.659
H -10.192 -2.909 -33.742
H -10.099 -3.216 -35.564
H -9.555 -5.308 -36.238
H -8.245 -6.240 -35.397
H -6.691 -4.074 -35.980
H -8.152 -3.471 -36.752
H -7.377 -4.877 -37.420
H -11.248 -4.978 -34.464
H -10.540 -5.172 -32.782
H -10.484 -7.100 -35.103
H -11.393 -7.223 -33.647
H -8.259 -9.042 -33.162
H -9.074 -8.996 -34.708
H -10.043 -9.416 -33.207
As -5.892 -1.879 -39.770
F -5.713 -0.331 -40.684
F -7.431 -2.113 -40.598
F -5.976 -3.462 -38.912
F -4.346 -1.672 -38.915
F -6.769 -0.928 -38.491
F -5.106 -2.712 -41.145
As -0.077 -3.291 -38.498
F -0.279 -1.970 -37.348
F -0.729 -2.298 -39.858
F 0.076 -4.628 -39.711
F 0.602 -4.243 -37.090
F -1.739 -3.828 -38.141
F 1.587 -2.815 -38.899

=====

# 2
This record from OMol25 describes C8H20AuClOSm as an isolated structure. The level of theory is ωB97M-V/def2-TZVPD.

Spin multiplicity: 8
Kohn-Sham gap (alpha / beta) in hartree: 0.2623 / 0.1898
Highest occupied orbital energy (alpha / beta) in eV: -4.376 / -4.352
<S²>: 15.767
Charge: -1

Positions of all 32 atoms, in Å:
Au 0.493 0.014 -0.573
Cl -0.460 -1.922 0.318
C 1.389 1.685 -1.208
H 0.646 2.482 -1.256
H 1.897 1.548 -2.160
H 2.121 1.854 -0.415
Sm 0.516 -2.863 -1.930
C 2.847 -3.354 -2.352
C -0.827 -4.862 -1.825
C -0.183 -1.648 -3.701
H -1.703 -4.477 -1.264
H -1.161 -5.539 -2.623
H -0.215 -5.451 -1.121
H 3.382 -2.388 -2.331
H 3.030 -3.872 -1.391
H 3.245 -3.989 -3.162
H 0.399 -1.056 -4.457
H -1.220 -1.630 -4.122
C -2.449 2.835 2.355
C -1.025 2.229 2.195
C -0.003 3.357 1.940
C -0.602 1.613 3.537
O -1.046 1.341 1.211
H -2.491 3.595 3.149
H -3.149 2.023 2.589
H -2.774 3.277 1.405
H -0.031 4.131 2.713
H 0.992 2.908 1.939
H -0.164 3.819 0.964
H -1.233 0.759 3.777
H 0.419 1.249 3.440
H -0.639 2.330 4.360

=====

# 3
This record from OMol25 describes a 2-piece molecular cluster, C8H20BF3N2O4P overall. The level of theory is ωB97M-V/def2-TZVPD.

Kohn-Sham gap in hartree: 0.2470
Highest occupied orbital energy in eV: -4.323
Charge: -1

Positions of all 39 atoms, in Å:
C 2.020 2.866 1.507
N 2.647 1.851 0.659
C 3.630 1.091 1.431
B 1.712 0.993 -0.046
O 2.226 0.339 -1.190
C 0.226 0.644 0.373
C -0.979 1.572 0.092
O -1.954 1.284 1.051
P -1.186 0.880 2.575
C -2.708 1.639 3.526
F -2.455 1.882 4.852
F -3.791 0.806 3.545
F -3.188 2.819 3.054
O 0.152 0.162 1.705
H 1.934 2.545 2.551
H 1.032 3.136 1.143
H 2.638 3.775 1.501
H 4.063 0.307 0.804
H 4.451 1.748 1.743
H 3.168 0.635 2.314
H 2.142 -0.613 -1.061
H 0.010 -0.216 -0.281
H -1.391 1.282 -0.884
H -0.765 2.648 0.004
H -0.567 2.196 2.506
H -0.512 0.683 3.834
H -1.843 -0.389 2.617
C -1.907 -3.706 -2.379
C -0.896 -2.582 -2.324
O -0.723 -1.920 -1.322
N -0.173 -2.326 -3.456
C -0.240 -2.999 -4.732
H -2.385 -3.766 -1.406
H -2.666 -3.513 -3.138
H -1.423 -4.659 -2.600
H 0.474 -1.559 -3.349
H 0.726 -3.437 -4.994
H -0.522 -2.303 -5.526
H -0.978 -3.794 -4.699

=====

# 4
This record from OMol25 describes a 6-piece molecular cluster, C8H20Br4N4O8 overall. The level of theory is ωB97M-V/def2-TZVPD.

Kohn-Sham gap in hartree: 0.3272
Highest occupied orbital energy in eV: -9.565
Energy above the lowest of the compared OMol25 structures with the same formula, charge and spin in kcal per mole: 32.8
Structure (SMILES): C[N+](=O)[O-].C[N+](=O)[O-].C[N+](=O)[O-].C[N+](=O)[O-].BrCCBr.BrCCBr

Positions of all 44 atoms, in Å:
C 8.108 10.222 6.362
N 7.583 10.535 7.721
O 7.871 9.727 8.598
O 7.034 11.594 7.911
H 8.669 9.295 6.479
H 8.788 10.982 5.977
H 7.252 9.957 5.742
C 9.020 9.225 15.637
N 8.238 10.037 16.564
O 7.352 9.519 17.226
O 8.551 11.201 16.553
H 10.087 9.374 15.805
H 8.650 9.605 14.685
H 8.722 8.192 15.816
C 4.605 13.540 7.234
N 4.799 13.780 8.696
O 5.058 14.885 9.109
O 4.604 12.769 9.384
H 4.648 12.462 7.076
H 5.407 14.062 6.712
H 3.613 13.847 6.904
C 9.757 7.122 9.247
N 9.477 6.823 7.774
O 10.051 7.496 7.017
O 8.781 5.849 7.498
H 9.381 6.310 9.869
H 9.383 8.082 9.604
H 10.839 7.029 9.341
Br 9.729 15.629 15.014
C 7.813 15.864 14.571
C 7.784 16.494 13.117
Br 5.861 16.445 12.471
H 7.414 16.597 15.273
H 7.225 14.956 14.439
H 8.313 15.777 12.489
H 8.064 17.546 13.051
Br 6.285 9.156 13.118
C 7.330 10.327 11.901
C 6.617 11.574 11.460
Br 5.987 12.691 13.009
H 7.713 9.748 11.060
H 8.224 10.714 12.390
H 5.758 11.155 10.936
H 7.155 12.177 10.728

=====

# 5
This record from OMol25 describes C8H20Cl2O8V as an isolated structure. The level of theory is ωB97M-V/def2-TZVPD.

Spin multiplicity: 4
Kohn-Sham gap (alpha / beta) in hartree: 0.2564 / 0.2986
Highest occupied orbital energy (alpha / beta) in eV: -7.165 / -8.319
<S²>: 3.755
Energy above the lowest of the compared OMol25 structures with the same formula, charge and spin in kcal per mole: 48.7

Positions of all 39 atoms, in Å:
V 1.088 0.048 -1.161
Cl 2.549 1.490 -2.644
Cl 0.371 -1.769 -2.729
C 0.817 2.488 0.998
O 1.460 1.263 0.599
H 0.626 3.022 0.067
H -0.039 2.390 1.664
H 1.549 3.091 1.535
H 1.907 0.889 1.362
C 3.739 -1.518 -1.355
O 2.746 -1.258 -0.391
H 3.840 -2.599 -1.263
H 3.320 -1.221 -2.317
H 4.708 -1.084 -1.112
H 3.101 -1.670 0.400
C -0.160 -3.796 0.051
O -0.722 -3.196 1.185
C -0.443 -1.920 1.438
O 0.194 -1.160 0.645
O -0.971 -1.617 2.612
C -0.924 -0.402 3.276
H 0.357 -4.705 0.356
H 0.521 -3.298 -0.639
H -1.105 -4.115 -0.390
H 0.028 0.108 3.134
H -1.037 -0.392 4.360
H -1.732 0.237 2.918
C -3.329 -0.149 -0.026
O -3.206 1.212 -0.575
C -2.041 1.713 -1.010
O -0.933 1.105 -1.026
O -2.245 2.947 -1.485
C -1.175 3.648 -2.041
H -2.718 -0.856 -0.589
H -4.370 -0.352 -0.276
H -3.135 -0.342 1.029
H -1.370 4.140 -2.994
H -0.241 3.109 -2.203
H -1.024 4.518 -1.403

=====

# 6
This record from OMol25 describes C8H20ClHgLuO as an isolated structure. The level of theory is ωB97M-V/def2-TZVPD.

Kohn-Sham gap (alpha / beta) in hartree: 0.1556 / 0.2467
Highest occupied orbital energy (alpha / beta) in eV: 1.035 / -1.391
Energy above the lowest of the compared OMol25 structures with the same formula, charge and spin in kcal per mole: 52.9
Charge: -2

Positions of all 32 atoms, in Å:
Lu -2.479 3.594 -2.976
Cl -2.234 3.318 -0.634
C -3.267 1.584 -3.524
C -0.344 3.643 -3.637
H -3.288 1.474 -4.618
H -2.722 0.739 -3.098
H -4.303 1.549 -3.156
H -0.278 3.460 -4.719
H 0.318 2.944 -3.120
H 0.006 4.668 -3.442
Hg 1.513 0.006 -0.547
C 2.964 0.707 0.823
C 0.391 -0.431 -2.205
H 3.935 0.752 0.312
H 2.698 1.712 1.173
H 3.022 0.023 1.678
H 0.761 -0.287 -3.241
H -0.576 -0.964 -2.099
C 1.383 -2.804 2.103
C 0.254 -1.784 2.277
C -1.042 -2.561 2.568
C 0.550 -0.902 3.497
O 0.021 -1.027 1.188
H 1.490 -3.434 2.993
H 2.336 -2.303 1.910
H 1.160 -3.447 1.247
H -0.962 -3.185 3.464
H -1.865 -1.849 2.691
H -1.282 -3.189 1.705
H 1.431 -0.277 3.318
H -0.298 -0.230 3.667
H 0.710 -1.501 4.402

=====

# 7
This record from OMol25 describes C8H20CoN4S5Sb as an isolated structure. The level of theory is ωB97M-V/def2-TZVPD.

Spin multiplicity: 3
Kohn-Sham gap (alpha / beta) in hartree: 0.1994 / 0.2602
Highest occupied orbital energy (alpha / beta) in eV: -7.154 / -7.191
<S²>: 2.438
Energy above the lowest of the compared OMol25 structures with the same formula, charge and spin in kcal per mole: 0.0

Positions of all 39 atoms, in Å:
Co 0.821 0.610 0.860
S 2.988 3.525 3.277
Sb 1.318 3.874 1.746
S 1.892 2.222 -0.038
S -0.246 1.917 2.116
C 3.536 -1.303 -0.447
N 4.123 -0.465 0.568
C 3.515 -0.138 1.712
S 2.051 -0.892 2.182
N 4.136 0.658 2.576
C 5.366 1.355 2.280
H 4.331 -1.814 -0.988
H 2.930 -0.721 -1.151
H 2.889 -2.034 0.033
H 4.885 0.126 0.267
H 3.580 1.068 3.321
H 6.146 0.637 2.019
H 5.664 1.904 3.168
H 5.233 2.079 1.470
C -4.421 -0.353 0.970
C -3.514 0.506 0.089
N -2.180 -0.046 -0.016
C -1.565 -0.609 -1.052
S 0.123 -0.766 -1.007
N -2.150 -1.047 -2.177
C -3.468 -1.590 -2.450
C -3.944 -1.100 -3.813
H -5.411 0.093 1.025
H -4.014 -0.413 1.977
H -4.510 -1.363 0.576
H -3.414 1.496 0.545
H -3.929 0.629 -0.914
H -1.536 0.239 0.732
H -1.465 -1.348 -2.858
H -4.175 -1.308 -1.674
H -3.394 -2.687 -2.460
H -3.983 -0.011 -3.844
H -4.937 -1.494 -4.017
H -3.271 -1.436 -4.601